The following is a quantum chemistry calculation of a molecular structure, C38H54AsLuN2O2P, from OMol25.

- LUMO level (alpha / beta): -4.875 / -6.730 eV
- Molar mass: 851.7 g mol⁻¹
- Total charge: +2
- Electronic energy: -151092.7143 eV
- ΔE to the lowest compared entry with this formula, charge and spin: 8.0 kJ/mol
- Spin multiplicity: 2

```
99
Properties=species:S:1:pos:R:3:lowdin_charge:R:1
C -1.02981 1.02374 -3.45089 -0.300
N -0.10114 1.54128 -2.56119 0.005
C 0.27266 2.84052 -2.70161 -0.257
C -0.28110 3.70377 -3.63744 0.007
C -1.31068 3.22489 -4.46015 -0.003
C -1.67421 1.89164 -4.37089 0.017
Lu 0.85976 0.35563 -0.80537 1.462
C 1.35239 3.35151 -1.76436 -0.111
N 1.27951 2.73410 -0.40889 -0.276
C 0.26061 3.43608 0.43575 -0.221
C -1.18905 3.16392 0.06908 -0.065
C -1.30495 -0.36561 -3.46277 -0.197
P -0.68323 -1.54966 -2.32707 1.008
C 0.27348 -2.68918 -3.53453 -0.678
C -0.65320 -3.50754 -4.44137 -0.087
C -2.30562 -2.32154 -1.66119 -0.676
C -1.94080 -3.61433 -0.91564 -0.089
C -2.94460 -1.28698 -0.71352 -0.107
C -3.34185 -2.64598 -2.74745 -0.087
C 1.12441 -1.82412 -4.47950 -0.104
C 1.17625 -3.58844 -2.67189 -0.103
C 2.56842 2.87418 0.30855 -0.240
C 3.70157 2.20176 -0.43390 -0.078
H 0.10165 4.72691 -3.69354 0.134
H -1.80601 3.89687 -5.15292 0.128
H -2.45698 1.45824 -4.98400 0.127
H -1.94202 -0.73250 -4.28468 0.098
H -3.84816 -1.71888 -0.24878 0.100
H -2.26198 -0.99365 0.09448 0.031
H -3.25556 -0.37874 -1.25439 0.087
H -4.24632 -3.02508 -2.24774 0.099
H -3.63346 -1.76083 -3.31979 0.076
H -3.01291 -3.42277 -3.44294 0.064
H -2.84284 -4.02610 -0.43733 0.098
H -1.55948 -4.38756 -1.59979 0.073
H -1.19222 -3.44038 -0.13118 0.079
H -0.02742 -4.04047 -5.17260 0.100
H -1.23753 -4.26653 -3.91460 0.072
H -1.32217 -2.85838 -5.01652 0.082
H 0.49162 -1.17329 -5.09371 0.079
H 1.83283 -1.20079 -3.92601 0.041
H 1.69212 -2.48875 -5.14931 0.101
H 0.60481 -4.23021 -1.98789 0.068
H 1.79454 -4.22458 -3.32518 0.100
H 1.84035 -2.95678 -2.06381 0.036
H 2.32888 3.12654 -2.22371 0.132
H 1.29137 4.45619 -1.70839 0.146
H 0.44755 3.12301 1.47358 0.081
H 0.47755 4.51289 0.40244 0.135
H 2.43561 2.44154 1.31370 0.096
H 2.78295 3.94609 0.44465 0.140
H 4.50141 1.97138 0.28076 0.101
H 3.44727 1.23868 -0.92420 0.032
H 4.14733 2.84490 -1.20224 0.092
H -1.82808 3.59828 0.85472 0.091
H -1.48333 3.64634 -0.88014 0.084
H -1.39974 2.07911 0.01625 0.046
H 1.79660 -0.90063 -1.86627 -0.126
C 5.65213 -0.93381 -1.62675 -0.134
H 6.29017 -0.04480 -1.67935 0.082
H 5.74199 -1.49066 -2.57303 0.090
H 6.00657 -1.56679 -0.80544 0.080
O 4.33418 -0.50427 -1.30989 -0.238
H 3.65726 -0.89565 -1.91195 0.006
O -0.15137 0.05172 0.95074 -0.680
As -0.44891 -0.07758 2.68791 1.332
C -2.31060 -0.42770 2.96464 -0.319
C -3.26335 0.35173 2.29526 -0.127
C -4.62407 0.17638 2.56866 -0.053
C -5.03229 -0.75081 3.53822 -0.041
C -4.07829 -1.52556 4.21582 -0.048
C -2.71895 -1.39053 3.90729 -0.073
C 0.74743 -1.31165 3.55214 -0.330
C 0.85684 -1.32997 4.95354 -0.092
C 1.79029 -2.17120 5.57697 -0.046
C 2.61345 -2.99442 4.79339 -0.043
C 2.48930 -2.98383 3.39913 -0.054
C 1.54568 -2.15921 2.77725 -0.093
C 0.00283 1.63190 3.41495 -0.327
C -0.98103 2.56222 3.79234 -0.079
C -0.59141 3.82031 4.27926 -0.045
C 0.77156 4.12978 4.40629 -0.045
C 1.74185 3.18361 4.07242 -0.063
C 1.37054 1.92496 3.58884 -0.121
H -2.94835 1.07905 1.54385 0.096
H -5.36265 0.76083 2.01888 0.118
H -6.09522 -0.88079 3.76016 0.122
H -4.39276 -2.24499 4.98218 0.123
H -1.97006 -2.01941 4.39561 0.105
H 0.21951 -0.68793 5.56419 0.117
H 1.87313 -2.18243 6.66785 0.122
H 3.34659 -3.64630 5.27864 0.123
H 3.12983 -3.62591 2.79156 0.118
H 1.42587 -2.15981 1.69621 0.091
H -2.03853 2.30315 3.71102 0.103
H -1.35768 4.55213 4.55730 0.122
H 1.07101 5.11227 4.77446 0.121
H 2.80670 3.40894 4.18766 0.123
H 2.11375 1.16730 3.34904 0.111
```

---

The following is a quantum chemistry calculation of a molecular structure, C24H29AsN2O2PdS, from OMol25.

- LUMO level: -8.438 eV
- Molar mass: 590.9 g mol⁻¹
- Total charge: +2
- Electronic energy: -107572.3323 eV
- ΔE to the lowest compared entry with this formula, charge and spin: 101.8 kJ/mol

```
60
Properties=species:S:1:pos:R:3:lowdin_charge:R:1
Pd 0.02128 0.34201 0.37204 1.029
C 0.93559 5.53191 2.03315 -0.061
C 2.45954 5.44326 2.11030 -0.555
C 2.89075 5.71463 3.55797 -0.031
C 3.06045 6.50953 1.18342 -0.029
C 2.97477 4.07202 1.67218 -0.138
C 4.35632 3.79321 1.76708 0.008
C 4.89794 2.57889 1.42362 -0.032
C 4.03126 1.59414 0.94612 -0.418
S 4.39411 -0.04587 0.49391 1.240
C 2.77247 -0.29212 0.12307 -0.535
N 1.98868 0.75436 0.29151 -0.052
C 2.67670 1.86061 0.80014 -0.261
C 2.13855 3.09315 1.17593 0.029
C 2.07918 -1.49643 -0.27269 -0.213
C 2.58596 -2.74592 -0.61418 0.020
C 1.71411 -3.76944 -0.96776 -0.022
C 0.34195 -3.57220 -0.98209 -0.022
C -0.21439 -2.32945 -0.64134 -0.050
C 0.70380 -1.38432 -0.30082 -0.149
H 0.61126 6.50059 2.41229 0.098
H 0.44963 4.76356 2.64161 0.090
H 0.57789 5.45286 1.00203 0.074
H 2.50926 6.68527 3.87711 0.097
H 3.97510 5.73816 3.66466 0.084
H 2.50015 4.95674 4.24027 0.097
H 2.69184 7.49696 1.46534 0.098
H 2.78703 6.33079 0.14103 0.092
H 4.14899 6.53232 1.24772 0.088
H 5.02237 4.56133 2.13651 0.125
H 5.95829 2.39334 1.53042 0.128
H 1.07283 3.25464 1.11113 0.076
H 3.65713 -2.91033 -0.60204 0.134
H 2.11404 -4.73553 -1.24197 0.129
H -0.32638 -4.37529 -1.26377 0.129
H -1.28279 -2.16509 -0.64587 0.117
O -3.81420 0.04644 0.75369 0.112
C -2.99666 -0.05988 1.61416 -0.435
C -3.21732 -0.44089 3.07088 -0.044
C -1.85355 -0.34445 3.76498 -0.045
C -0.93828 -0.00331 2.64001 -0.468
O 0.29632 0.12765 2.61529 0.025
N -1.59555 0.16644 1.44732 -0.012
H -3.60988 -1.45801 3.07463 0.142
H -3.98404 0.20897 3.48748 0.141
H -1.53055 -1.27949 4.22233 0.145
H -1.79174 0.42735 4.53310 0.146
C -0.22615 1.20584 -3.07627 -0.236
As -1.09935 1.53684 -1.40493 1.126
C -0.74897 3.37374 -0.98632 -0.239
C -2.96145 1.38334 -1.79550 -0.219
H -0.56442 1.97271 -3.77388 0.059
H -0.51431 0.22416 -3.44636 0.050
H 0.85400 1.25684 -2.96131 0.045
H -1.17381 3.93426 -1.82020 0.064
H 0.32162 3.54688 -0.92487 0.030
H -1.23351 3.66845 -0.05769 0.052
H -3.13017 2.16988 -2.53321 0.064
H -3.56924 1.51702 -0.91077 0.027
H -3.16096 0.40667 -2.22898 0.059
```

---

The following is a quantum chemistry calculation of a molecular structure, C44H40AsN3O2P2ReS, from OMol25.

- LUMO level (alpha / beta): -13.077 / -12.713 eV
- Molar mass: 998.0 g mol⁻¹
- Total charge: +4
- Electronic energy: -147189.7383 eV
- ΔE to the lowest compared entry with this formula, charge and spin: 0.0 kJ/mol
- Spin multiplicity: 2

```
94
Properties=species:S:1:pos:R:3:lowdin_charge:R:1
Re -0.12209 -0.67288 0.11672 1.101
O -0.61223 -0.74549 -1.75728 -0.540
P -0.08584 -1.38980 -3.11022 0.867
C 1.56687 -2.03442 -2.73079 -0.276
P 2.58889 -0.96754 -1.68321 0.896
O 1.74228 -0.75119 -0.32217 -0.518
C 4.07085 -1.81220 -1.29918 -0.304
C 5.30615 -1.18225 -1.49086 -0.041
C 6.47147 -1.86528 -1.18075 -0.020
C 6.40732 -3.15566 -0.67581 -0.003
C 5.17816 -3.78266 -0.47115 -0.034
C 4.00986 -3.11788 -0.77972 -0.073
C 2.82668 0.59770 -2.45160 -0.328
C 3.42790 0.64300 -3.71537 -0.067
C 3.64584 1.86777 -4.32022 -0.022
C 3.27762 3.04033 -3.66881 -0.014
C 2.68317 2.99704 -2.41450 -0.040
C 2.45535 1.77648 -1.80062 -0.076
C 0.03905 -0.12757 -4.33143 -0.309
C -0.26620 1.20594 -4.06231 -0.071
C -0.15849 2.14381 -5.07742 -0.042
C 0.24609 1.75064 -6.34644 -0.019
C 0.54615 0.41924 -6.61561 -0.028
C 0.43730 -0.52730 -5.61318 -0.061
C -1.12202 -2.72562 -3.58690 -0.309
C -0.59389 -3.88858 -4.15807 -0.068
C -1.45140 -4.88548 -4.59250 -0.030
C -2.82441 -4.72507 -4.45967 -0.012
C -3.35137 -3.57004 -3.89009 -0.035
C -2.50815 -2.56375 -3.45666 -0.061
H 2.10595 -2.17562 -3.67332 0.103
H 1.47731 -3.00857 -2.24068 0.085
H 5.36146 -0.17390 -1.87914 0.115
H 7.43016 -1.38990 -1.33621 0.132
H 7.32174 -3.68422 -0.44037 0.134
H 5.14527 -4.79217 -0.08511 0.126
H 3.05867 -3.61735 -0.62968 0.105
H 3.73197 -0.26419 -4.22583 0.127
H 4.11624 1.91139 -5.29313 0.132
H 3.46770 3.99573 -4.14010 0.132
H 2.41407 3.91643 -1.91265 0.121
H 2.01027 1.75031 -0.81237 0.090
H -0.59715 1.50817 -3.07743 0.099
H -0.40240 3.17977 -4.88499 0.123
H 0.30947 2.48314 -7.14039 0.130
H 0.84392 0.11911 -7.61098 0.129
H 0.63115 -1.56989 -5.84343 0.119
H 0.47386 -4.02469 -4.28216 0.110
H -1.05044 -5.78619 -5.03649 0.129
H -3.49043 -5.50095 -4.81328 0.132
H -4.42269 -3.45253 -3.80192 0.125
H -2.92380 -1.65254 -3.04195 0.111
N 0.70773 -0.20677 2.08666 -0.061
N 0.58906 -1.22135 3.07843 0.034
C 0.03588 -2.37657 2.76477 -0.648
N -0.05938 -3.37024 3.60796 0.214
S -0.59037 -2.59556 1.10649 0.771
H 1.70309 -0.03945 1.91385 0.139
H 0.29927 0.65451 2.47425 0.090
H 1.00480 -1.03840 3.98574 0.199
H 0.28537 -3.32321 4.56052 0.164
H -0.50429 -4.23821 3.33638 0.146
C -6.32800 1.38788 -0.63986 -0.019
C -5.84720 0.09148 -0.48554 -0.042
C -4.54611 -0.11785 -0.05949 -0.113
C -3.74783 0.99187 0.21520 -0.376
C -4.20636 2.29469 0.05333 -0.076
C -5.51370 2.48054 -0.37835 -0.029
As -2.05332 0.71112 1.03539 1.288
C -2.29558 0.23147 2.87829 -0.330
C -2.93912 -0.88803 3.38395 -0.097
C -3.11900 -0.97850 4.75881 -0.039
C -2.64308 0.03072 5.59363 -0.016
C -1.99851 1.14533 5.07476 0.017
C -1.82656 1.26575 3.69733 -0.205
C -1.22898 2.42763 2.99098 -0.209
C -0.70667 3.56972 3.59151 0.020
C -0.22391 4.60362 2.80133 -0.009
C -0.24232 4.51620 1.41198 -0.034
C -0.74232 3.37843 0.79078 -0.089
C -1.23880 2.35517 1.58857 -0.347
H -7.34788 1.54548 -0.96419 0.131
H -6.49040 -0.75315 -0.69222 0.124
H -4.17396 -1.12989 0.05980 0.099
H -3.58121 3.15151 0.26779 0.106
H -5.89622 3.48437 -0.50417 0.129
H -3.33852 -1.65772 2.73297 0.109
H -3.65805 -1.81715 5.17929 0.126
H -2.79975 -0.04180 6.66182 0.131
H -1.65285 1.92211 5.74449 0.128
H -0.68673 3.66871 4.66886 0.128
H 0.16318 5.49580 3.27519 0.133
H 0.11457 5.34514 0.81613 0.125
H -0.77554 3.31909 -0.29109 0.110
```